(1)
{
  "formula": "C5H18NO5",
  "method": "ωB97M-V/def2-TZVPD",
  "total_charge": 1,
  "e_tot_ev": -17197.5461,
  "symbols": ["O", "C", "C", "C", "C", "C", "N", "H", "H", "H", "H", "H", "H", "H", "H", "H", "H", "H", "H", "O", "H", "H", "O", "H", "H", "O", "H", "H", "O"],
  "coordinates": [[0.175, 0.581, -2.705], [-0.682, 0.783, -1.884], [-0.396, 0.548, -0.378], [-0.366, 1.645, 0.632], [0.254, 1.151, 1.958], [-0.471, 0.410, 2.785], [0.902, -0.223, -0.412], [-1.652, 1.190, -2.153], [-1.222, -0.175, -0.102], [-1.318, 2.104, 0.733], [0.214, 2.528, 0.364], [1.137, 1.718, 2.169], [-1.404, -0.024, 2.500], [-0.116, 0.157, 3.803], [1.445, -0.030, -1.262], [0.765, -1.241, -0.375], [1.545, 0.107, 0.324], [-3.713, 0.401, -0.221], [-3.859, -1.004, -0.821], [-3.211, -0.329, -0.591], [1.684, -1.922, -2.903], [1.376, -3.170, -2.249], [1.487, -2.242, -2.010], [3.667, 1.535, -0.073], [2.600, 2.508, 0.688], [3.121, 1.696, 0.700], [-1.094, -3.097, -0.143], [-0.428, -2.991, 1.255], [-0.439, -2.616, 0.374]]
}

***

(2)
{
  "formula": "C28H36Cl2N9O3Ru",
  "method": "ωB97M-V/def2-TZVPD",
  "e_tot_ev": -76795.3464,
  "multiplicity": 2,
  "symbols": ["Ru", "O", "N", "N", "O", "C", "C", "C", "C", "C", "C", "H", "H", "H", "H", "H", "Cl", "C", "C", "C", "Cl", "C", "C", "C", "C", "N", "C", "C", "O", "H", "H", "H", "H", "C", "N", "C", "C", "N", "C", "C", "N", "C", "C", "N", "C", "N", "C", "C", "C", "N", "C", "H", "H", "H", "H", "H", "H", "H", "H", "H", "H", "H", "H", "H", "H", "H", "H", "H", "H", "H", "H", "H", "H", "H", "H", "C", "H", "H", "H"],
  "coordinates": [[0.438, 1.057, 0.057], [1.603, 0.372, 2.039], [1.918, -0.848, 2.191], [1.400, -1.727, 1.408], [0.517, -1.462, 0.493], [1.842, -3.045, 1.591], [1.247, -4.089, 0.886], [1.700, -5.380, 1.059], [2.759, -5.647, 1.914], [3.352, -4.607, 2.619], [2.901, -3.313, 2.464], [0.442, -3.868, 0.205], [1.231, -6.189, 0.518], [3.121, -6.657, 2.029], [4.175, -4.806, 3.291], [3.353, -2.495, 2.999], [0.470, 5.311, 2.866], [-0.325, 3.852, 3.304], [-1.022, 3.776, 4.495], [-1.679, 2.603, 4.827], [-2.508, 2.517, 6.339], [-1.725, 1.497, 3.949], [-2.423, 0.303, 4.215], [-2.422, -0.696, 3.248], [-1.793, -0.476, 2.037], [-1.123, 0.649, 1.756], [-1.034, 1.603, 2.714], [-0.244, 2.757, 2.404], [0.461, 2.814, 1.337], [-1.039, 4.621, 5.165], [-2.943, 0.182, 5.152], [-2.938, -1.628, 3.427], [-1.787, -1.236, 1.268], [-4.343, -0.403, -2.563], [-4.112, 0.373, -1.361], [-5.268, 1.160, -0.946], [-4.669, 2.242, -0.056], [-3.308, 2.286, -0.532], [-2.426, 3.297, -0.022], [-2.941, 1.098, -1.101], [-1.708, 0.793, -1.294], [-1.248, -0.431, -1.910], [0.055, -0.212, -2.704], [1.220, -0.151, -1.850], [2.411, -0.439, -2.245], [3.495, -0.402, -1.399], [3.655, 0.463, -0.257], [4.723, -0.724, -2.096], [4.225, -1.349, -3.390], [2.871, -0.842, -3.488], [2.153, -1.178, -4.690], [-5.413, -0.593, -2.643], [-3.842, -1.368, -2.516], [-4.026, 0.124, -3.469], [-5.986, 0.526, -0.420], [-5.766, 1.611, -1.817], [-4.697, 1.956, 1.006], [-5.150, 3.217, -0.176], [-2.628, 3.479, 1.036], [-2.579, 4.231, -0.571], [-1.394, 2.965, -0.148], [-1.973, -0.845, -2.617], [-1.047, -1.172, -1.127], [-0.042, 0.734, -3.254], [0.127, -1.042, -3.411], [2.687, 0.885, 0.062], [4.317, 1.301, -0.508], [4.093, -0.099, 0.572], [5.341, -1.393, -1.492], [5.301, 0.192, -2.283], [4.234, -2.446, -3.342], [4.806, -1.035, -4.260], [2.885, -1.247, -5.496], [1.450, -0.392, -4.957], [1.630, -2.138, -4.621], [1.169, 2.597, -1.316], [0.310, 2.900, -1.912], [1.977, 2.292, -1.980], [1.505, 3.431, -0.703]]
}

***

(3)
{
  "formula": "C2H2FLiO2Zn",
  "method": "ωB97M-V/def2-TZVPD",
  "e_tot_ev": -57532.2167,
  "symbols": ["F", "C", "C", "H", "H", "O", "O", "Li", "Zn"],
  "coordinates": [[1.762, -0.279, -0.252], [0.371, -0.199, -0.400], [-0.259, -1.374, -0.236], [-1.288, -1.474, -0.586], [0.257, -2.279, 0.106], [1.268, -0.020, 2.543], [0.191, 0.921, 3.069], [-1.893, 3.213, -3.105], [-0.409, 1.491, -1.139]]
}

***

(4)
{
  "formula": "C4H7NO2S",
  "method": "ωB97M-V/def2-TZVPD",
  "e_tot_ev": -20679.6255,
  "smiles": "C=C1CCNS1(=O)=O",
  "symbols": ["C", "C", "C", "C", "N", "S", "O", "O", "H", "H", "H", "H", "H", "H", "H"],
  "coordinates": [[0.171, -2.228, -0.232], [0.187, -0.950, 0.054], [1.186, 0.039, 0.241], [0.645, 1.405, -0.133], [-0.757, 1.484, 0.387], [-1.419, 0.007, 0.161], [-2.004, -0.106, -1.157], [-2.316, -0.341, 1.246], [-0.839, -2.629, -0.348], [1.109, -2.761, -0.559], [1.482, 0.098, 1.270], [2.219, 0.052, -0.316], [1.245, 2.150, 0.409], [0.588, 1.659, -1.170], [-1.497, 2.121, 0.146]]
}

***

(5)
{
  "formula": "C7H10",
  "method": "ωB97M-V/def2-TZVPD",
  "e_tot_ev": -7418.6571,
  "smiles": "C=CC(=C)/C=C/C",
  "symbols": ["C", "C", "C", "C", "C", "C", "C", "H", "H", "H", "H", "H", "H", "H", "H", "H", "H"],
  "coordinates": [[-1.924, 1.756, 1.136], [-0.632, 1.451, 1.269], [0.067, 0.948, 0.045], [0.272, 1.771, -1.006], [0.842, -0.306, 0.133], [0.436, -1.330, -0.636], [0.886, -2.764, -0.433], [-2.585, 2.193, 1.877], [-2.431, 1.577, 0.200], [-0.179, 1.589, 2.243], [-0.243, 2.714, -1.108], [0.949, 1.359, -1.736], [1.745, -0.435, 0.722], [-0.215, -1.154, -1.488], [0.930, -2.991, 0.621], [0.225, -3.490, -0.910], [1.857, -2.889, -0.928]]
}

***

(6)
{
  "formula": "C5H40N2O13",
  "method": "ωB97M-V/def2-TZVPD",
  "total_charge": 2,
  "e_tot_ev": -35418.0112,
  "symbols": ["C", "C", "C", "C", "C", "N", "N", "H", "H", "H", "H", "H", "H", "H", "H", "H", "H", "H", "H", "H", "H", "H", "H", "O", "H", "H", "O", "H", "H", "O", "H", "H", "O", "H", "H", "O", "H", "H", "O", "H", "H", "O", "H", "H", "O", "H", "H", "O", "H", "H", "O", "H", "H", "O", "H", "H", "O", "H", "H", "O"],
  "coordinates": [[-3.467, -1.841, 1.201], [-2.366, -0.946, 1.719], [-1.037, -1.663, 1.416], [0.165, -0.845, 1.772], [1.142, -0.623, 0.923], [2.380, 0.156, 1.209], [-2.382, 0.301, 0.866], [-4.466, -1.560, 1.548], [-3.385, -2.049, 0.140], [-3.390, -2.848, 1.610], [-2.530, -0.632, 2.748], [-1.099, -1.913, 0.344], [-1.022, -2.704, 1.755], [0.247, -0.469, 2.780], [1.142, -1.040, -0.063], [3.216, -0.374, 0.898], [2.449, 0.386, 2.234], [2.165, 0.968, 0.635], [-1.565, 0.930, 1.047], [-3.233, 0.847, 1.009], [-2.315, 0.167, -0.157], [-0.283, 3.146, 0.449], [-1.303, 3.034, 1.596], [-0.712, 2.496, 1.056], [5.483, -1.135, 0.738], [5.110, -1.462, -0.687], [4.761, -1.038, 0.103], [-0.249, 1.242, -1.205], [0.036, -0.072, -2.110], [-0.087, 0.302, -1.210], [-4.432, 2.743, -1.732], [-3.030, 1.832, -1.804], [-3.861, 2.054, -1.396], [-2.000, -0.072, -3.134], [-2.439, -1.329, -2.291], [-2.442, -0.355, -2.331], [0.187, 3.484, -1.467], [0.663, 4.904, -1.191], [0.402, 4.092, -0.742], [-0.419, 0.124, 4.287], [-0.485, 1.333, 5.383], [-0.614, 1.038, 4.480], [1.078, -1.259, -3.699], [-0.471, -1.278, -3.885], [0.280, -0.721, -3.667], [1.497, 1.453, 3.891], [2.697, 0.519, 4.584], [2.280, 0.896, 3.811], [3.994, -2.879, 1.241], [2.538, -3.511, 1.116], [3.087, -2.733, 0.977], [4.322, 0.471, -2.573], [3.009, 0.402, -3.358], [3.503, 0.945, -2.737], [1.189, 2.340, -3.633], [1.672, 2.224, -2.298], [0.839, 2.055, -2.773], [-2.810, -3.195, -3.566], [-1.369, -3.238, -3.086], [-2.270, -3.100, -2.772]]
}